Computed, not measured: C14H13N3O3S as an isolated structure, with ωB97M-V/def2-TZVPD.

```
34
Properties=species:S:1:pos:R:3:forces:R:3:lowdin_charge:R:1
C -4.117675 -1.887384 -5.369945 3.4436 4.9584 0.6799 -0.038
N -4.988825 -1.116491 -4.501050 16.7654 -3.8971 3.1380 -0.004
C -4.517296 -0.629537 -3.394304 -0.5745 3.0124 6.5417 -0.782
N -3.197928 -0.702219 -2.933784 0.4521 -0.2634 -1.2219 -0.078
N -2.749567 -0.053260 -1.733850 4.6956 -3.1437 0.0600 0.034
C -1.432832 -0.413043 -1.389669 -3.6919 0.0247 -4.2139 -0.023
C -0.906618 -0.000355 -0.070841 2.7499 -2.6004 -10.7777 -0.276
C -1.396757 0.840642 0.722355 -6.0927 2.6161 5.3941 -0.027
C -0.356256 1.052509 1.684174 -1.5394 0.1097 -1.4400 -0.026
C 0.669146 0.463481 1.173790 9.9347 -1.2607 -2.4065 -0.113
C 2.244155 0.286141 1.603986 -13.7018 9.0715 9.6703 -0.112
C 2.551765 0.972282 2.898538 -15.0235 -0.5203 -3.5832 -0.008
C 3.586705 1.026038 3.463822 16.5111 -5.0848 1.0682 -0.114
C 4.730256 0.183150 2.589616 -3.3466 4.3700 2.0868 0.088
C 4.412830 -0.142502 1.361483 2.7443 -2.7949 0.8070 -0.078
C 3.102286 -0.289025 1.042962 5.3221 -5.5243 -10.6232 -0.130
H 2.712095 -0.588403 0.055501 1.0773 -0.8935 0.1478 0.153
H 5.140670 -0.761829 0.893180 0.6196 0.0352 -1.0559 0.114
H 5.703445 0.215136 2.874158 2.6498 -0.0861 1.2898 0.073
C 4.087516 1.275064 4.778490 2.4854 3.3843 1.1715 -0.504
O 5.219102 1.459286 5.202458 0.0904 -1.7639 -1.2921 0.114
O 3.140093 1.776276 5.479339 -6.0903 -2.3330 -3.4677 0.197
H 3.388269 2.177551 6.209226 2.4030 2.8616 5.6948 0.058
H 1.673536 1.202045 3.628084 0.8075 0.1817 -1.8509 0.172
O 0.613881 0.032078 -0.247113 -5.1258 -0.0115 6.2204 0.014
H -0.578084 1.455001 2.577985 0.0864 1.3055 3.0123 0.089
H -2.606998 1.092307 0.948037 3.7985 -0.8209 -1.1061 0.222
H -0.636517 -0.971707 -2.327669 -2.5174 1.4979 3.3325 0.199
H -2.501254 -1.278899 -3.440840 -0.5678 0.6488 0.4935 0.110
S -5.601155 0.119558 -2.203137 0.6850 -0.7671 -2.0080 0.426
H -5.778342 -0.981422 -4.690997 -14.9672 2.4359 -3.4326 -0.028
H -3.225534 -1.043946 -5.779370 -2.2775 -2.7145 0.9790 0.170
H -3.629219 -2.754573 -4.981702 -0.0679 -0.5292 0.4412 0.075
H -4.754891 -2.013950 -6.122914 -1.7373 -1.5044 -3.7493 0.031
```
Positions in Å, forces in eV/Å.

Results
Kohn-Sham gap	7.0	eV
HOMO level	-7.48	eV
ΔE to the lowest compared entry with this formula, charge and spin	327.6	kcal/mol

=====

Computed, not measured: C15H23BN6PtSi as an isolated structure, with ωB97M-V/def2-TZVPD.

```
47
Properties=species:S:1:pos:R:3:forces:R:3:lowdin_spin:R:1
H -1.294092 -2.306083 0.695532 0.1277 0.0795 0.0564 -0.001
N 0.578068 -1.467457 0.230426 0.8785 -3.4620 -1.0720 0.107
B 2.994257 -1.092741 -0.497169 -1.7892 -0.0334 0.5041 0.002
N 1.792767 -2.054074 -0.165990 -0.6364 -0.3042 0.4981 0.010
C 1.693718 -3.421488 -0.142847 -0.4232 1.3796 0.0175 0.001
Pt 0.181453 0.698963 0.376618 -0.7944 -3.6064 -1.7581 0.894
H 2.568563 -4.029321 -0.407314 -0.6228 0.3234 0.1873 0.001
C 0.390649 -3.735950 0.229429 -0.0454 0.3021 0.0051 0.001
H -0.057719 -4.722513 0.330179 0.2310 0.3855 -0.0265 0.000
C -0.261771 -2.490111 0.438081 0.9765 -0.2995 -0.2687 0.003
H 4.024703 -1.640052 -0.745323 -0.0012 0.0593 0.0481 0.000
C -0.291133 2.329385 1.205371 -0.3158 4.2766 0.7970 0.049
H -1.235936 2.443504 1.704932 -0.3481 -0.4349 0.4608 0.006
H -0.366378 3.037114 0.387882 -0.5214 0.4359 -0.4031 0.031
H 0.519456 2.851673 1.736470 -0.1593 -0.5930 0.3696 0.005
N 3.044234 -0.205423 0.800665 -0.5289 1.3002 1.3085 0.008
N 2.434184 -0.253976 -1.694800 -1.3516 1.3184 -0.3002 0.014
N 1.894902 0.364189 1.357026 3.6258 0.5819 1.7946 0.096
N 1.199684 0.349321 -1.527330 0.8709 -0.4402 -1.9739 0.222
C 4.070976 0.074455 1.632079 -0.8625 0.3127 0.2692 0.012
C 2.884151 0.092776 -2.919097 -0.3948 0.0682 0.3412 0.021
H 5.054339 -0.315789 1.437464 0.0658 0.0210 -0.0428 0.001
H 3.807886 -0.313245 -3.288327 0.1296 0.0369 -0.0343 0.003
C 3.596070 0.837042 2.708140 0.5793 -0.4388 -0.2905 0.004
C 1.954371 0.935886 -3.524580 0.2893 -0.2742 -0.2874 0.006
C 2.232715 1.003454 2.508942 0.7163 -1.2532 -1.6535 0.022
C 0.914363 1.090409 -2.624257 0.8250 -1.1979 0.8745 0.047
H 4.173269 1.188440 3.539419 0.1438 0.0568 0.1272 0.001
H 1.985243 1.349386 -4.512658 0.1998 0.0547 -0.1645 0.001
H 1.503540 1.544936 3.090071 0.0140 -0.1808 -0.1083 0.000
H 0.026768 1.706993 -2.671576 0.0954 -0.2410 0.0818 0.004
H 1.102813 1.774665 -0.440449 0.5693 1.3356 0.6747 0.215
C -5.598833 -0.027080 1.707031 0.0598 -0.1130 0.1876 0.005
Si -4.806414 0.399721 0.062287 0.2483 -0.0602 -0.0671 0.026
C -5.402535 -0.732981 -1.303188 -0.0525 -0.1556 -0.1186 0.001
C -5.237436 2.177827 -0.358247 0.1499 0.1359 -0.0347 0.005
C -2.960130 0.205941 0.178061 2.8176 0.0806 0.1461 0.150
C -1.695561 0.220329 0.240978 -4.9929 0.5931 -0.1360 0.025
H -6.681136 0.153451 1.716615 0.1804 0.0057 -0.1218 0.001
H -5.154621 0.579150 2.506236 -0.0581 -0.1025 -0.1161 0.000
H -5.436883 -1.081126 1.960656 0.0064 0.1412 -0.0156 0.000
H -6.492472 -0.737515 -1.423492 0.1403 0.0586 0.0838 0.000
H -4.962974 -0.430906 -2.261565 -0.0368 -0.0485 0.1494 0.000
H -5.081698 -1.761729 -1.102614 -0.0465 0.1206 -0.0443 0.000
H -4.772372 2.865733 0.358313 -0.0801 -0.0908 -0.1092 0.000
H -4.876153 2.443666 -1.358695 -0.0279 -0.0323 0.1493 0.000
H -6.320878 2.349145 -0.336697 0.1487 -0.1016 0.0153 0.001
```
Positions in Å, forces in eV/Å.

Results
Kohn-Sham gap (alpha / beta)	6.6 / 7.1	eV
HOMO level (alpha / beta)	-6.03 / -8.52	eV
ΔE to the lowest compared entry with this formula, charge and spin	71.3	kcal/mol
spin multiplicity	3

=====

Computed, not measured: C6H10O in the gas phase, with ωB97M-V/def2-TZVPD.

```
17
Properties=species:S:1:pos:R:3:forces:R:3:lowdin_charge:R:1
C -1.383860 1.811495 -1.212407 1.5629 -0.0433 0.3976 -0.061
C -0.626498 0.625165 -0.557830 2.0805 0.9814 0.3198 -0.355
C 0.664690 0.663492 -0.067821 -2.5465 -0.3507 -0.6712 -0.114
C 1.116957 -0.185877 1.043396 -0.2201 -2.0030 -1.0252 -0.102
C 2.106591 -1.145897 0.889425 -3.0483 0.0861 2.7046 -0.126
O 2.122700 -2.164897 1.884649 1.3822 0.1426 -1.6405 -0.065
C -1.435930 -0.564702 -0.296083 -1.6851 0.9033 1.6241 -0.091
H -2.163785 2.126013 -0.510355 0.1686 0.0046 0.1026 0.073
H -1.910759 1.673645 -2.161851 0.3791 -0.4582 0.0053 0.068
H -0.651484 2.639737 -1.305119 -0.6090 -0.2791 -0.1183 0.077
H 1.360871 1.287679 -0.495338 1.3023 2.0661 -0.7214 0.069
H 0.235285 -0.145949 1.800277 2.4377 -0.9282 -0.5212 0.150
H 2.807487 -1.379735 0.089173 -0.3577 0.8759 -0.1166 0.117
H 2.740727 -2.847129 1.524120 -0.7477 0.7122 0.8206 0.098
H -0.901637 -1.361145 0.204081 0.0910 -0.2668 -0.2942 0.065
H -2.233213 -0.199373 0.436686 0.2806 -0.9242 -1.0608 0.112
H -1.848143 -0.832522 -1.265003 -0.4706 -0.5186 0.1949 0.085
```
Positions in Å, forces in eV/Å.

Results
Kohn-Sham gap	8.6	eV
HOMO level	-7.80	eV
ΔE to the lowest compared entry with this formula, charge and spin	52.4	kcal/mol
SMILES	CC(C)=C/C=C/O

=====

Computed, not measured: a 3-piece molecular cluster, H5O2S overall, with ωB97M-V/def2-TZVPD.

```
8
Properties=species:S:1:pos:R:3:forces:R:3:lowdin_charge:R:1
S 1.676695 0.143270 2.480233 0.1960 -0.2224 -0.1831 -0.381
H 0.536461 0.791104 2.254135 -0.3494 0.2309 -0.0068 -0.553
H 0.058772 -1.463776 -0.737749 0.0849 0.0462 -0.0348 0.018
H 1.436531 -1.557961 -1.354025 -0.2218 0.0069 0.0747 0.031
O 0.506318 -1.734045 -1.549263 0.1960 -0.0213 0.0382 -0.090
H -1.151238 0.836550 0.198441 -0.3003 -0.5243 -0.0875 0.024
H -1.343361 1.930718 -0.730169 -0.3603 -0.1095 -0.4251 0.034
O -1.720180 1.054143 -0.561605 0.7549 0.5936 0.6244 -0.082
```
Positions in Å, forces in eV/Å.

Results
Kohn-Sham gap	6.7	eV
HOMO level	-2.84	eV
total charge	-1
ΔE to the lowest compared entry with this formula, charge and spin	15.6	kcal/mol

=====

Q: Which value of ΔE to the lowest compared entry with this formula, charge and spin does entry 4 give?
A: 15.6 kcal/mol